1.
29
Properties=species:S:1:pos:R:3:forces:R:3:lowdin_charge:R:1 method="wB97M-V/def2-TZVPD" smiles=C[C@@](O)(C#Cc1ccccc1)[C@]1(C)CS1 homo_energy_ha=-0.3077 gap_ha=0.3297
C -0.28677 0.85819 2.91539 -0.27 0.30 -0.20 -0.041
C -1.09008 0.50128 1.67675 -1.17 -3.20 1.12 -0.484
O -2.17621 1.36403 1.54221 -0.10 0.43 0.11 0.005
C -0.26353 0.43900 0.49920 0.40 0.22 -0.74 0.039
C 0.43211 0.48756 -0.48351 -0.65 -0.15 0.85 0.050
C 1.25828 0.60322 -1.62561 0.33 0.10 -0.41 -0.243
C 1.39224 -0.44653 -2.53279 -0.02 0.02 0.03 -0.032
C 2.19627 -0.29513 -3.64690 0.04 -0.03 -0.09 -0.081
C 2.86820 0.89802 -3.86442 0.03 -0.03 -0.07 -0.087
C 2.73957 1.94195 -2.96200 0.08 0.07 -0.07 -0.081
C 1.94054 1.80042 -1.84441 0.05 -0.04 -0.06 -0.030
C -1.74903 -1.19945 1.94592 1.09 2.73 -0.54 -0.665
C -0.94875 -2.25463 1.24649 -0.15 -0.07 -0.06 -0.102
C -3.21407 -1.29143 2.06302 -0.14 -0.03 -0.15 -0.392
S -2.31625 -1.51273 3.61596 0.01 -0.04 0.34 0.860
H 0.43898 0.07924 3.13191 0.04 -0.07 0.00 0.091
H 0.23810 1.79895 2.74765 0.03 0.01 0.00 0.091
H -0.96147 0.97626 3.76132 0.00 -0.07 0.00 0.067
H -2.49105 1.35537 0.63118 0.10 -0.07 0.03 0.114
H 0.86128 -1.37110 -2.35584 -0.02 -0.03 0.01 0.114
H 2.29790 -1.10741 -4.35285 0.00 -0.04 -0.02 0.103
H 3.49175 1.01480 -4.73942 0.03 0.00 -0.04 0.102
H 3.26500 2.87019 -3.13442 0.03 0.06 0.00 0.104
H 1.84130 2.60740 -1.13311 -0.04 0.02 0.04 0.117
H -1.32531 -3.24158 1.50865 0.00 -0.08 0.03 0.078
H 0.10084 -2.19401 1.52637 0.08 -0.03 0.01 0.084
H -1.02409 -2.12742 0.16550 0.05 0.00 -0.02 0.079
H -3.79890 -0.38180 2.01781 0.09 0.05 -0.04 0.066
H -3.71685 -2.17265 1.67994 0.09 -0.04 -0.04 0.076

2.
36
Properties=species:S:1:pos:R:3:forces:R:3:lowdin_spin:R:1 method="wB97M-V/def2-TZVPD" s_squared=0.79 multiplicity=2 total_charge=-1 homo_energy_ha="-0.1446 / -0.1528" gap_ha="0.2534 / 0.2398"
Au -0.34673 -0.08765 -0.36986 0.10 -0.04 0.74 0.117
O -2.49548 0.63596 0.02950 -0.16 0.21 -0.01 0.006
N -3.04378 0.28865 1.16462 -0.02 -0.13 -0.04 0.001
C -4.01993 1.08644 1.65228 -0.05 -0.02 0.08 0.001
C -4.69295 0.79343 2.80958 0.00 0.08 -0.08 0.000
C -4.34901 -0.36793 3.50340 0.02 -0.03 0.00 0.001
C -3.34812 -1.16413 3.00968 0.02 0.03 -0.04 0.001
C -2.65351 -0.85274 1.82112 -0.03 -0.07 0.05 0.004
S -1.39174 -1.81164 1.20197 0.01 0.10 -0.14 0.014
H -4.20922 1.95183 1.03624 0.00 0.00 0.00 0.000
H -5.46890 1.46161 3.15413 0.00 0.00 0.00 0.000
H -4.85937 -0.63695 4.41935 0.00 0.00 0.00 0.000
H -3.05014 -2.06792 3.52164 0.02 0.00 -0.02 0.000
N 1.45080 0.38509 -1.08678 0.18 -0.13 -0.23 0.489
C 2.39685 0.94656 -0.30808 0.02 0.09 -0.12 0.027
C 3.75562 0.89565 -0.72985 -0.02 0.00 -0.04 0.105
C 4.77177 1.46304 0.01060 -0.02 0.02 0.01 -0.007
C 4.48652 2.14203 1.19503 -0.01 -0.02 -0.01 0.129
C 3.16450 2.22629 1.62877 0.01 -0.03 0.01 -0.008
C 2.14524 1.63395 0.91025 -0.04 -0.03 0.06 0.106
H 3.96359 0.38042 -1.66027 0.01 0.01 0.00 0.004
H 5.79650 1.39022 -0.33567 0.00 0.00 0.00 -0.004
H 5.28221 2.59572 1.77267 0.00 0.01 0.00 0.009
H 2.93399 2.75270 2.54796 0.00 0.00 0.00 -0.004
H 1.11949 1.68025 1.25692 0.00 0.01 -0.01 0.005
C 0.58647 -3.11644 -2.35552 0.01 0.00 -0.02 0.000
N 0.81947 -1.81459 -2.95150 -0.10 0.06 0.22 0.002
C -0.21863 -1.09592 -3.43805 0.08 0.09 0.00 -0.001
N 0.11143 0.19923 -3.74951 -0.11 0.00 0.08 0.001
S -1.76353 -1.68616 -3.63682 -0.09 -0.15 -0.29 -0.001
H 1.54575 -3.51529 -2.02622 0.00 0.01 0.00 0.000
H 0.14973 -3.78710 -3.09281 0.01 0.00 -0.01 0.000
H -0.09779 -3.05698 -1.50436 0.00 0.01 0.00 0.000
H 1.46628 -1.21560 -2.43012 0.07 -0.06 -0.11 0.001
H 0.77630 0.60501 -3.08917 0.07 -0.03 -0.06 0.001
H -0.71370 0.76295 -3.88111 0.01 0.01 0.00 0.000

3.
34
Properties=species:S:1:pos:R:3:forces:R:3:lowdin_spin:R:1 method="wB97M-V/def2-TZVPD" s_squared=6.02 multiplicity=5 total_charge=+2 homo_energy_ha="-0.5329 / -0.5995" gap_ha="0.2816 / 0.2034"
Cl -2.95074 0.04798 -1.07679 -0.37 0.33 -1.24 0.363
C 0.76606 -2.52921 -1.88067 0.48 0.09 0.09 0.375
C 1.97462 -1.81195 -1.66405 -0.47 -0.31 -0.03 0.343
C 1.78380 -0.48931 -2.13064 -0.04 0.10 -0.33 0.385
H 2.88003 -2.21536 -1.22798 -0.06 0.01 -0.06 0.009
C 0.46897 -0.38942 -2.68606 0.19 0.35 -0.20 0.350
C -0.16461 -1.64819 -2.48646 -0.11 -0.04 -0.39 0.413
H -1.18579 -1.85905 -2.79717 0.29 -0.12 0.07 0.009
H 0.57667 -3.55953 -1.60420 0.10 0.08 -0.13 0.009
H 2.51012 0.31947 -2.15336 -0.06 -0.23 0.10 0.011
C -0.10925 0.78275 -3.37004 -0.33 -0.10 0.32 0.055
Pt -1.70634 -1.24007 0.29293 0.97 2.12 -0.23 0.878
C -0.36733 -2.34833 0.96652 5.01 -3.97 0.45 0.108
C -3.33163 -2.09312 0.71485 -6.43 -2.43 2.66 0.145
O 0.55307 -3.00225 1.24783 -3.14 2.01 -0.25 0.044
O -4.36659 -2.53714 0.99603 4.03 1.39 -1.40 0.037
H 0.12839 1.69473 -2.81492 0.02 0.01 -0.13 0.012
H -1.19191 0.66575 -3.43786 0.09 0.14 -0.09 0.002
H 0.28549 0.90454 -4.38690 0.11 -0.09 0.10 0.024
C 2.66344 1.52531 2.50174 0.48 0.33 -0.08 0.012
C 1.27724 1.34077 2.05053 -0.68 -0.36 0.16 0.061
C 0.13118 2.08032 2.30717 -0.87 -0.05 -0.31 0.021
C -0.94669 1.41839 1.69118 1.24 0.34 0.82 0.035
N -0.45587 0.31668 1.09042 -0.20 -0.28 -0.58 0.241
N 0.87635 0.27478 1.32112 0.53 -0.20 0.19 0.016
C -2.38796 1.70607 1.70266 -0.53 0.32 0.28 0.014
H 2.93277 2.57897 2.38144 0.12 -0.19 0.01 0.002
H 2.77073 1.29139 3.56836 -0.13 -0.05 -0.19 0.006
H 3.35952 0.90218 1.93343 -0.03 0.12 0.13 0.001
H 0.04763 2.96774 2.90398 0.12 0.20 0.03 0.001
H 1.49226 -0.43850 0.91930 -0.63 0.43 0.26 0.005
H -2.95562 0.84744 2.08934 0.13 0.27 -0.04 0.001
H -2.58310 2.57381 2.34115 -0.03 -0.21 -0.15 0.001
H -2.77491 1.92237 0.69709 0.18 0.01 0.18 0.009

4.
33
Properties=species:S:1:pos:R:3:forces:R:3:lowdin_charge:R:1 method="wB97M-V/def2-TZVPD" smiles=CN1CCN(c2nc3ccccc3nc2Cl)CC1 homo_energy_ha=-0.2942 gap_ha=0.2969
C 1.00910 0.33701 -4.53051 0.01 -0.09 0.02 -0.106
N 0.76074 -0.67098 -3.52499 -0.10 -0.01 -0.01 -0.227
C -0.61349 -0.61951 -3.05240 -0.10 -0.12 -0.01 -0.190
C -0.77388 -1.36153 -1.72936 -0.29 -0.15 -0.45 -0.182
N 0.00350 -0.69962 -0.70170 0.11 -0.15 -0.14 -0.070
C -0.37087 -0.52304 0.58185 0.41 0.63 0.58 -0.278
N 0.26257 0.42542 1.25353 -0.17 -0.23 -0.45 0.174
C -0.07782 0.69014 2.52949 -0.48 -0.28 0.35 -0.218
C 0.58255 1.70550 3.24529 -0.04 0.07 0.16 -0.021
C 0.19048 1.99717 4.52473 0.19 0.07 -0.18 -0.085
C -0.85660 1.29469 5.13965 -0.26 -0.18 0.09 -0.089
C -1.50810 0.28958 4.47400 0.10 0.16 0.14 -0.020
C -1.12194 -0.02947 3.16398 0.53 0.36 -0.24 -0.224
N -1.69978 -1.06243 2.50536 -0.10 -0.17 -0.42 0.107
C -1.34122 -1.31415 1.29322 -0.32 -0.02 0.74 -0.610
Cl -2.02902 -2.76808 0.64190 -0.04 -0.27 -0.18 0.725
C 1.15929 0.03905 -1.17482 0.42 0.05 -0.16 -0.142
C 1.70857 -0.65602 -2.41822 -0.01 -0.10 0.25 -0.166
H 0.90148 1.36622 -4.15270 -0.01 0.04 0.01 0.087
H 2.01583 0.20927 -4.92412 0.03 0.06 -0.08 0.083
H 0.30052 0.19628 -5.34604 0.00 0.07 -0.08 0.084
H -0.96062 0.42052 -2.91881 0.00 -0.04 0.00 0.125
H -1.25173 -1.08939 -3.80718 -0.08 0.08 0.10 0.125
H -0.44772 -2.40075 -1.85265 -0.14 0.05 -0.03 0.119
H -1.82902 -1.35915 -1.45591 0.16 -0.02 -0.12 0.087
H 1.37987 2.24396 2.75734 0.08 0.05 -0.05 0.109
H 0.69006 2.78190 5.07411 0.05 0.06 0.02 0.102
H -1.14409 1.55130 6.14838 -0.04 0.00 0.07 0.100
H -2.31185 -0.26989 4.92612 -0.07 -0.08 0.05 0.112
H 1.90192 0.05720 -0.37498 -0.02 0.06 -0.17 0.119
H 0.89043 1.07937 -1.39798 0.08 0.00 0.07 0.128
H 2.63046 -0.16670 -2.73516 -0.01 -0.03 0.03 0.119
H 1.95041 -1.69387 -2.16140 0.13 0.11 0.08 0.122

5.
37
Properties=species:S:1:pos:R:3:forces:R:3:lowdin_charge:R:1 method="wB97M-V/def2-TZVPD" total_charge=-2 homo_energy_ha=0.0058 gap_ha=0.1399
C 0.86542 -0.82733 -1.85997 -0.03 -0.18 0.01 -0.117
C 1.00315 0.68808 -1.89927 0.16 -0.29 -0.09 -0.267
C -0.03095 1.48879 -1.11309 0.15 0.06 0.06 -0.625
Cl -0.37813 0.71495 0.45415 0.01 -0.12 -0.03 0.773
C -1.26184 1.81220 -1.98334 -0.03 -0.75 0.58 -0.336
C -1.73169 0.70541 -2.93792 -0.62 0.17 -0.30 -0.165
C -2.85491 -0.21315 -2.43623 0.06 0.05 -0.25 -0.165
C -3.24814 0.00082 -1.00572 -0.22 -0.70 0.08 -0.221
O -3.65489 1.35509 -0.74962 0.21 -0.13 0.12 -0.211
S -2.66393 2.53165 -1.11191 0.18 0.16 -0.67 0.593
O -2.26254 3.20619 0.06069 0.33 0.28 1.00 -0.260
O -3.33906 3.30974 -2.10012 -0.61 0.32 -0.77 -0.289
H 1.31830 -1.25143 -2.75536 0.12 -0.09 -0.09 0.073
H 1.36666 -1.24038 -0.98987 0.01 -0.10 0.33 0.049
H -0.17475 -1.14837 -1.84899 -0.08 -0.11 0.13 0.052
H 0.95868 0.99089 -2.94700 0.06 0.42 -0.08 0.101
H 1.99038 0.93384 -1.52228 0.12 0.13 0.11 0.118
H 0.43276 2.42706 -0.83834 -0.09 0.25 0.11 0.101
H -1.00307 2.67141 -2.59235 0.22 0.18 -0.09 0.128
H -2.09298 1.20398 -3.83146 -0.08 0.10 -0.17 0.112
H -0.90198 0.09363 -3.25360 0.30 0.10 0.02 0.084
H -2.55500 -1.25247 -2.53200 0.10 -0.21 0.03 0.115
H -3.73087 -0.09090 -3.06753 -0.18 0.09 -0.07 0.112
H -2.46908 -0.31884 -0.32692 0.23 0.27 0.18 0.067
H -4.11963 -0.60595 -0.78885 -0.27 0.07 0.14 0.124
C 2.60654 -0.09527 4.13718 -0.03 0.27 -0.15 -0.046
C 2.61649 -1.09727 5.11970 -0.01 -0.26 0.02 -0.431
C 2.58341 -2.56299 4.59235 -0.02 -0.11 -0.47 -0.413
O 2.66255 -3.50907 5.38746 -0.01 0.00 0.34 -0.060
C 2.45553 -2.76704 3.18878 -0.03 -0.31 0.32 -0.047
C 2.43018 -1.76698 2.22116 0.04 0.38 -0.13 -0.426
C 2.56234 -0.30213 2.73802 0.08 0.26 0.30 -0.419
O 2.62215 0.64666 1.92876 -0.06 -0.29 -0.29 -0.098
O 2.32088 -1.95394 0.98735 -0.09 -0.01 -0.26 -0.096
O 2.65514 -0.91602 6.35063 0.01 0.11 0.01 -0.075
H 2.64239 0.94747 4.44355 0.04 -0.04 0.14 0.081
H 2.38049 -3.80835 2.88198 0.03 0.06 -0.13 0.081

6.
37
Properties=species:S:1:pos:R:3:forces:R:3:lowdin_spin:R:1 method="wB97M-V/def2-TZVPD" s_squared=0.89 multiplicity=2 total_charge=-1 homo_energy_ha="-0.1074 / -0.0990" gap_ha="0.1836 / 0.1670"
Ni -0.56967 1.61062 -0.87049 -0.06 0.41 -0.14 0.760
S 3.63875 1.35540 0.59088 -0.20 0.09 -0.19 -0.002
C 3.78515 1.58312 -1.10634 -0.05 -0.11 0.07 -0.002
C 2.57157 1.68893 -1.71915 -0.11 0.08 -0.26 -0.005
C 1.45382 1.60736 -0.83500 -0.39 0.31 0.39 -0.030
C 1.90693 1.43343 0.45311 -0.01 -0.04 -0.36 -0.002
C 0.98985 1.36441 1.56478 -0.33 -0.03 0.33 0.002
C 1.34797 1.27966 2.91409 -0.02 0.02 -0.14 0.002
C 0.35399 1.26092 3.87198 -0.06 -0.01 0.02 -0.001
C -0.97879 1.33069 3.48421 0.01 0.00 0.00 0.002
C -1.26213 1.40447 2.13070 -0.01 0.03 -0.03 0.003
N -0.31044 1.40533 1.20279 0.19 -0.09 -0.06 0.038
H 4.76498 1.62366 -1.56124 -0.07 -0.01 0.02 0.000
H 2.47928 1.84282 -2.78716 0.00 0.01 0.05 -0.001
H 2.39284 1.24473 3.19318 0.00 0.01 -0.01 0.000
H 0.61606 1.20114 4.92168 -0.01 0.00 -0.01 0.000
H -1.78119 1.33283 4.20920 0.01 0.00 -0.02 0.000
H -2.27446 1.45895 1.74383 -0.01 0.02 0.02 0.001
S -4.12551 4.57952 -2.87160 0.04 -0.06 -0.46 0.057
Sb -3.01844 3.72956 -1.08133 -1.25 0.94 1.02 0.082
S -2.92629 1.34272 -1.10506 1.12 -0.46 -0.17 0.030
S -0.66172 3.96700 -1.14450 1.09 -1.42 -0.17 0.072
C 0.41589 -2.72961 -2.64824 -0.01 0.03 0.00 0.000
N -0.34286 -2.81059 -1.40707 0.00 0.28 -0.02 0.000
C -0.65275 -4.09629 -0.81403 -0.06 -0.02 0.08 0.000
C -0.69045 -1.62539 -0.83884 -0.31 -0.44 0.43 0.000
C -1.46556 -1.61776 0.45350 0.06 -0.07 0.01 0.000
O -0.36798 -0.57612 -1.37275 0.39 0.59 -0.30 -0.003
H 0.60419 -3.73482 -3.01702 0.00 -0.01 0.00 0.000
H 1.36450 -2.21471 -2.48761 0.00 -0.01 -0.01 0.000
H -0.13974 -2.16584 -3.39755 0.01 -0.01 0.00 0.000
H -0.20470 -4.87791 -1.42106 0.02 0.00 -0.02 0.000
H -1.72924 -4.28066 -0.77505 0.03 0.00 0.00 0.000
H -0.24630 -4.18549 0.19582 -0.02 -0.01 -0.01 0.000
H -1.93522 -2.56588 0.70365 0.01 0.02 -0.02 0.000
H -2.21979 -0.83337 0.36903 0.02 0.00 -0.02 0.000
H -0.78257 -1.33285 1.25865 -0.03 -0.05 -0.04 0.000

Number 1: DFT total energy -26588.2540 eV. Number 2: DFT total energy -47094.9626 eV. Number 3: DFT total energy -36547.8159 eV. Number 4: DFT total energy -32207.1484 eV. Number 5: DFT total energy -51413.4067 eV. Number 6: DFT total energy -109676.1413 eV.